ORCA calculation (ωB97M-V with the def2-TZVPD basis set) on C3H4O3 in the gas phase at a distorted geometry.

Results
**Charge**: 0
**Structure (SMILES)**: O=C1OCCO1
**2S+1**: 1

XYZ file:
```
10
Properties=species:S:1:pos:R:3:mulliken_charge:R:1
O -1.53 1.45 1.42 -0.481
C -0.82 1.01 0.59 0.645
O -1.28 0.21 -0.41 -0.319
C -0.27 -0.74 -0.68 -0.234
C 0.99 -0.09 0.13 -0.243
O 0.52 1.21 0.49 -0.316
H -0.61 -1.71 -0.29 0.217
H -0.17 -0.81 -1.78 0.248
H 1.37 -0.52 1.09 0.257
H 1.80 0.00 -0.57 0.225
```

---

ORCA calculation (ωB97M-V with the def2-TZVPD basis set) on C3H4O3 in the gas phase.

Results
**Charge**: 0
**Structure (SMILES)**: O=CC(O)C=O
**2S+1**: 1

XYZ file:
```
10
Properties=species:S:1:pos:R:3:mulliken_charge:R:1
O -0.02 -0.82 -1.41 -0.535
C 0.25 0.19 -0.47 0.123
C 1.01 -0.40 0.72 -0.028
O 1.86 0.17 1.35 -0.446
C -1.02 0.80 0.11 -0.015
O -1.96 0.10 0.39 -0.464
H -0.65 -1.44 -1.02 0.347
H 0.87 0.95 -0.95 0.338
H 0.67 -1.43 0.97 0.310
H -1.02 1.89 0.31 0.372
```

---

ORCA calculation (ωB97M-V with the def2-TZVPD basis set) on C3H4O3 in the gas phase at a distorted geometry.

Results
**Charge**: 0
**Structure (SMILES)**: COC(=O)C=O
**2S+1**: 1

XYZ file:
```
10
Properties=species:S:1:pos:R:3:mulliken_charge:R:1
C -1.65 0.08 0.50 -0.573
O -0.23 -0.13 0.64 -0.266
C 0.46 -0.13 -0.51 0.677
O -0.02 0.12 -1.59 -0.506
C 2.03 -0.26 -0.30 -0.171
O 2.48 0.25 0.70 -0.379
H -2.08 -0.02 1.50 0.232
H -1.87 1.07 0.10 0.281
H -2.08 -0.67 -0.17 0.287
H 2.96 -0.31 -0.87 0.417
```

---

ORCA calculation (ωB97M-V with the def2-TZVPD basis set) on a gas-phase ion, C3H4O3P (charge -1) at a distorted geometry.

Results
**Charge**: -1
**2S+1**: 1

XYZ file:
```
11
Properties=species:S:1:pos:R:3:mulliken_charge:R:1
C 0.54 -0.65 -0.18 0.344
C -0.57 0.07 0.61 -0.744
C 1.83 -0.09 -0.28 -0.402
O -2.91 -0.37 -0.91 -0.685
O -2.89 1.61 0.68 -0.678
O 1.77 -1.23 0.49 -0.477
P -2.16 0.47 0.07 0.668
H 0.32 -1.38 -1.01 0.349
H -0.26 0.86 1.36 0.198
H 2.50 -0.06 -1.17 0.214
H 1.83 0.79 0.33 0.212
```

---

The records above yield HOMO-LUMO gap values of 11.5 10.1 10.1 7.7 eV, respectively.
The records above yield energy above the lowest of the compared OMol25 structures with the same formula, charge and spin values of 103.59 165.50 210.34 221.51 kJ/mol, respectively.